[1]
85
Properties=species:S:1:pos:R:3 method="wB97M-V/def2-TZVPD" total_charge=0 gap_ev=7.1 homo_ha=-0.2925
C 2.1501 1.5372 -2.8665
Se 3.7553 -0.1782 3.1330
H -0.6829 0.9164 -2.6944
C -1.1786 0.3479 -1.9087
Se 5.3680 0.1656 -0.7967
C 3.1672 1.0916 -5.1636
C 2.0118 -3.3657 -2.0540
C 2.0679 0.0034 -2.8962
H 2.9950 -5.7821 -0.6057
C -2.6379 0.0711 -2.3073
H 2.8747 3.0313 -4.2391
H 3.2683 -1.8714 -1.1240
H -3.0432 -2.0590 -2.1337
H -4.5814 2.7901 2.4110
C -2.6688 3.4818 3.0640
C -1.9943 -1.9350 3.9151
H -0.8724 4.2776 3.9234
H -0.9572 -2.6996 -0.4063
H -5.5852 4.9146 6.4519
C 1.3706 -4.5899 -1.4023
H 1.8134 -1.4879 -4.4510
H 1.0108 -2.8449 0.6681
O 1.5889 0.2774 -0.2220
C -4.7056 3.9364 4.2247
H 0.3742 -4.3196 -1.0433
C 2.0606 -2.6855 0.4254
H 4.1455 2.0778 -3.4985
N -0.3480 -0.5661 2.8816
C 3.1466 2.0183 -3.9355
C 2.2306 -2.2175 -1.0323
H -2.6964 -0.0943 -3.3864
C 1.4437 -0.4871 -4.2220
P 1.3289 -0.6843 -1.3737
C -2.6085 4.7642 5.0820
Sb 4.3868 1.1671 1.2977
H -0.5580 -1.6398 -2.4682
H -2.0554 5.3208 5.8288
H 2.8900 -4.2638 1.6522
N -0.8265 1.5968 2.3187
H -2.2855 -2.8760 4.3566
N -2.5321 0.2949 3.2679
H -2.6881 -0.3320 0.3523
H -3.9020 -0.9503 4.1353
H 3.8682 -3.8105 0.2775
C -2.5627 -1.2703 -0.1921
H -0.5306 -1.2912 0.5428
O -0.8543 3.6755 1.1988
H 3.1014 -0.3601 -2.8410
Se 6.7843 1.5155 0.6465
H 1.7466 -0.0722 -6.3256
H 1.4047 -3.0444 -2.9027
H 3.4854 1.6441 -6.0484
H 0.3581 -0.5647 -4.1383
H 0.0443 -2.4849 3.4799
H 1.1625 1.9635 -3.0555
H -5.7824 3.8463 4.3085
C -2.8749 -0.8708 3.7933
H -3.0506 -2.0454 0.4030
H 2.4260 -1.9148 1.1033
C -1.0724 -1.6169 -0.3445
C -0.4503 -0.9710 -1.6083
C -3.2179 -1.1410 -1.5622
C 2.8369 -3.9863 0.5982
H -3.2325 0.9596 -2.0889
H -4.2993 -1.0354 -1.4678
N -4.6704 5.2741 6.2365
C -1.9464 4.1851 4.0193
C 2.2077 -5.1238 -0.2316
H -1.1649 0.9735 -1.0093
S -1.8234 2.7372 1.7289
H 1.0457 1.2665 -5.4398
C -3.9985 4.6474 5.1983
C 1.7915 0.4684 -5.3792
H 1.5650 -5.7395 0.4010
C -0.7180 -1.7114 3.4337
C -1.2685 0.4016 2.8286
H 3.9009 0.2928 -5.0193
H 1.2215 -5.3704 -2.1497
Cd 0.9051 1.8990 0.9929
O -2.7855 2.2186 0.7913
Se 3.1283 3.2305 0.8021
H 2.4655 1.8913 -1.8867
H -4.1223 5.4850 7.0534
H 2.9811 -3.6550 -2.4679
C -4.0459 3.3524 3.1627



[2]
76
Properties=species:S:1:pos:R:3 method="wB97M-V/def2-TZVPD" total_charge=0 gap_ev="5.2 / 4.4" homo_ha="-0.2092 / -0.2125" spin_multiplicity=5
H 1.4054 5.2517 -0.9969
C -1.9660 0.4304 -1.5300
H 0.4277 -0.0426 -3.9489
H 1.3308 2.6817 0.6609
Os 0.0379 -0.3661 3.4132
C 2.6036 0.0033 -4.0117
C 1.2530 0.5183 -3.4802
H 3.3984 0.6570 -3.6303
H -1.2385 2.7676 1.0031
H 0.1811 -2.4555 6.0655
H -2.6928 2.1914 -2.5892
H -4.7090 0.9011 -2.0635
H 3.5021 -1.2288 -1.5234
H -1.3977 -1.4512 -2.4704
C 0.4070 -3.2892 2.3744
C -3.4420 -1.6266 -1.7875
C 1.2058 3.2455 -0.2773
H 1.1115 1.5775 -3.7335
C -4.1629 -0.9703 -2.9705
C 1.1848 0.3379 -1.9562
H 3.9385 -1.6831 -3.8380
H 0.5217 -1.7481 -1.9542
N 0.2267 -0.4090 5.4074
H -1.9904 5.1069 1.1072
H -3.4263 -2.7162 -1.9142
H -1.5630 -1.5478 -0.7024
C 1.3179 4.7530 -0.0212
H 0.4491 1.7233 5.3280
H 1.9541 1.5087 7.5294
C -2.6703 1.0991 -2.7299
C -0.3181 -4.4500 1.9740
H -4.5369 0.9874 -3.8238
H -3.9992 -1.4085 -0.8660
H 2.6153 0.0779 -5.1049
C 0.7022 0.8318 5.8999
H -0.2921 3.4220 -1.8579
C 1.4669 0.6849 7.0226
C -0.1780 2.8987 -0.8821
C 2.6848 -1.7001 -2.0878
C 2.9009 -1.4398 -3.5855
H 0.2707 5.1310 1.8199
C -0.2713 -2.0612 2.8455
C -1.2587 4.8427 0.3321
H 2.0105 2.9332 -0.9567
H 2.2683 -2.1209 -4.1679
H -1.3879 -2.2011 2.7921
C -4.1017 0.5607 -2.9122
P -0.3080 1.1385 -1.3431
H -2.3002 3.0811 -0.3743
H 1.3138 -1.2439 -0.4499
C -2.0045 -1.1173 -1.6151
Cl 2.1713 0.2180 2.8412
C 2.4799 -4.5437 2.0913
C 1.7467 -5.7046 1.8027
H 2.0214 0.8966 -1.4787
H -5.2082 -1.2964 -2.9828
H -0.2196 -6.5338 1.4459
C 0.3426 -5.6429 1.7233
H -3.7102 -1.3155 -3.9087
C 0.5523 -1.4554 6.2438
H 2.3680 -2.4323 2.5800
H -1.4028 -4.3890 1.8955
H 3.5693 -4.5791 2.0944
S 1.5343 -0.9958 7.5612
C 0.1315 5.3465 0.7544
H -1.5724 5.3631 -0.5847
C 1.3514 -1.1510 -1.5473
H 2.2499 4.9611 0.5223
C 1.8137 -3.3454 2.3587
Cl -1.9679 0.5678 2.9215
H 2.7321 -2.7797 -1.8874
H 2.2647 -6.6500 1.6271
H -2.4778 0.7164 -0.5789
H -2.0816 0.9064 -3.6399
H 0.1610 6.4371 0.6642
C -1.3242 3.3350 0.0628